This record from OMol25 describes 17 unconnected molecules or ions with the total composition C45H102O17S6. The level of theory is ωB97M-V with the def2-TZVPD basis set.

The geometry in XYZ format:
```
170
C45H102O17S6 ωB97M-V with the def2-TZVPD basis set
C 7.182 -5.295 2.123
S 5.774 -5.110 0.885
O 4.970 -6.402 0.985
C 4.718 -3.987 1.897
H 7.875 -6.070 1.797
H 6.850 -5.789 3.036
H 7.744 -4.383 2.327
H 3.832 -3.724 1.320
H 5.425 -3.172 2.057
H 4.453 -4.516 2.812
C 0.353 4.713 -0.591
S -0.276 5.374 -2.220
O 0.312 6.786 -2.205
C 0.839 4.434 -3.322
H 1.439 4.696 -0.499
H -0.034 3.700 -0.483
H -0.099 5.279 0.223
H 0.552 3.404 -3.110
H 1.912 4.544 -3.163
H 0.764 4.728 -4.369
C 1.101 -5.994 -2.981
S 0.602 -7.151 -1.643
O 0.993 -8.471 -2.284
C 2.026 -6.732 -0.553
H 0.877 -4.988 -2.625
H 0.538 -6.144 -3.902
H 2.176 -5.997 -3.160
H 1.940 -5.706 -0.196
H 2.995 -6.973 -0.991
H 1.868 -7.403 0.291
C -0.520 -0.415 0.840
S -0.470 0.404 -0.839
O -1.308 1.672 -0.704
C 1.301 0.974 -0.761
H 0.106 -1.293 0.996
H -1.531 -0.712 1.122
H -0.182 0.352 1.538
H 1.864 0.124 -0.375
H 1.345 1.812 -0.066
H 1.701 1.287 -1.725
C -4.949 6.277 -0.476
S -3.298 5.672 0.105
O -3.027 6.283 1.505
C -3.779 3.839 0.270
H -5.761 6.070 0.221
H -5.245 5.780 -1.400
H -4.818 7.342 -0.672
H -2.885 3.227 0.384
H -4.292 3.532 -0.642
H -4.516 3.728 1.066
C 0.065 -3.551 3.377
S 0.605 -4.311 1.784
O 1.079 -5.660 2.252
C -1.020 -4.763 1.056
H 0.950 -3.209 3.913
H -0.651 -4.229 3.842
H -0.505 -2.661 3.112
H -1.642 -3.899 0.821
H -1.617 -5.445 1.661
H -0.825 -5.370 0.172
C -1.519 -2.087 -3.553
C -2.028 -3.417 -3.026
O -2.281 -3.568 -1.819
C -1.997 -4.587 -3.985
H -0.429 -2.100 -3.586
H -1.861 -1.374 -2.803
H -1.993 -1.872 -4.511
H -1.054 -4.858 -4.460
H -2.765 -4.468 -4.749
H -2.425 -5.412 -3.416
C -3.147 3.368 -3.320
C -3.226 2.072 -4.078
O -3.064 2.103 -5.282
C -3.571 0.839 -3.305
H -2.268 3.308 -2.677
H -4.095 3.538 -2.810
H -2.986 4.170 -4.040
H -3.436 -0.070 -3.891
H -4.619 0.799 -3.007
H -2.959 0.828 -2.403
C 2.731 -2.762 -3.134
C 2.962 -2.643 -1.657
O 2.058 -2.855 -0.869
C 4.325 -2.033 -1.246
H 1.661 -2.784 -3.338
H 3.147 -3.706 -3.488
H 3.167 -1.972 -3.746
H 4.417 -2.019 -0.160
H 4.359 -1.062 -1.739
H 5.076 -2.633 -1.759
C 5.123 2.388 -2.533
C 4.421 3.333 -1.565
O 3.638 2.892 -0.748
C 4.482 4.826 -1.842
H 5.263 1.419 -2.054
H 6.119 2.620 -2.911
H 4.546 2.269 -3.451
H 5.524 5.130 -1.947
H 3.943 5.406 -1.093
H 3.977 4.971 -2.798
C -4.880 -0.729 5.076
C -3.511 -0.882 5.682
O -3.326 -1.208 6.850
C -2.442 -0.604 4.715
H -5.217 -1.472 4.352
H -4.996 0.232 4.575
H -5.584 -0.742 5.908
H -2.592 0.363 4.235
H -2.500 -1.208 3.810
H -1.436 -0.687 5.126
C 0.040 0.856 -6.044
C 1.313 0.952 -5.242
O 1.527 0.238 -4.287
C 2.334 1.964 -5.637
H -0.789 0.462 -5.456
H 0.273 0.217 -6.896
H -0.293 1.875 -6.241
H 1.951 2.983 -5.582
H 2.753 1.780 -6.626
H 3.156 1.905 -4.924
C 3.254 2.229 2.731
C 2.491 0.962 2.803
O 1.498 0.795 3.522
C 3.120 -0.208 2.048
H 2.659 2.960 3.279
H 3.454 2.486 1.691
H 4.185 2.152 3.292
H 2.371 -0.943 1.752
H 3.899 -0.705 2.627
H 3.694 0.155 1.195
C -1.218 3.300 5.240
C -1.788 3.358 3.809
O -2.975 3.263 3.630
C -0.786 3.383 2.646
H -1.717 4.063 5.836
H -0.128 3.303 5.264
H -1.515 2.311 5.590
H -0.585 2.434 2.149
H 0.195 3.758 2.938
H -1.058 4.090 1.863
C -5.166 -2.494 -0.016
C -4.818 -1.123 0.599
O -4.461 -1.138 1.795
C -4.769 0.119 -0.239
H -4.858 -3.303 0.646
H -4.850 -2.538 -1.058
H -6.246 -2.637 -0.057
H -5.269 -0.071 -1.189
H -3.743 0.422 -0.449
H -5.327 0.893 0.287
C 2.627 6.208 2.018
C 3.163 7.207 1.011
O 4.273 7.059 0.509
C 2.279 8.335 0.551
H 2.073 6.695 2.821
H 3.449 5.602 2.399
H 1.979 5.483 1.525
H 1.272 7.917 0.536
H 2.516 8.552 -0.491
H 2.329 9.252 1.138
C -3.789 -6.721 4.082
C -3.839 -5.379 3.349
O -4.224 -5.364 2.183
C -3.384 -4.153 4.048
H -3.841 -6.536 5.155
H -2.859 -7.224 3.817
H -4.562 -7.463 3.884
H -2.774 -3.478 3.448
H -2.835 -4.421 4.951
H -4.275 -3.644 4.416
```

Computed properties:
- HOMO (Ha) = -0.3168
- LUMO energy (eV) = -0.02
- E_tot (eV) = -148130.719


This record from OMol25 describes a single C6H12O molecule. The level of theory is ωB97M-V with the def2-TZVPD basis set.

The geometry in XYZ format:
```
19
C6H12O ωB97M-V with the def2-TZVPD basis set
C 2.812 -0.030 -0.218
O 1.495 0.448 -0.291
C 0.600 -0.118 0.646
C -0.815 0.084 0.137
C -1.449 1.419 0.475
C -1.073 -0.546 -1.203
C -1.708 -1.123 0.028
H 2.844 -1.131 -0.196
H 3.359 0.350 0.658
H 3.322 0.307 -1.125
H 0.813 -1.193 0.766
H 0.726 0.352 1.635
H -0.701 2.219 0.450
H -1.897 1.411 1.476
H -2.242 1.682 -0.233
H -0.234 -1.066 -1.656
H -1.711 -0.024 -1.911
H -1.367 -2.086 0.401
H -2.773 -0.955 0.161
```

Computed properties:
- energy above the lowest of the compared OMol25 structures with the same formula, charge and spin (kJ/mol) = 154.4
- HOMO (Ha) = -0.3581
- LUMO energy (eV) = 1.05
- SMILES string = COCC1(C)CC1
- E_tot (eV) = -8462.753


This record from OMol25 describes a molecular structure, C21H15CoO3P. The level of theory is ωB97M-V with the def2-TZVPD basis set.

The geometry in XYZ format:
```
41
C21H15CoO3P ωB97M-V with the def2-TZVPD basis set
O 0.000 1.961 -2.975
C 0.011 1.347 -2.014
Co 0.129 0.643 -0.200
C 1.494 -0.492 -0.565
C -1.244 -0.502 -0.400
O 2.439 -1.192 -0.691
O -2.235 -1.073 -0.633
C 2.558 3.286 5.226
C 3.237 2.491 4.283
C 2.533 1.753 3.310
C 1.132 1.788 3.166
C 0.493 2.518 4.199
C 1.163 3.272 5.186
P 0.270 0.559 1.969
C 0.604 -1.043 2.895
C 0.460 -2.191 2.123
C 0.870 -3.447 2.586
C 1.439 -3.565 3.859
C 1.645 -2.416 4.653
C 1.232 -1.162 4.150
C -1.451 0.998 2.427
C -2.231 0.198 3.243
C -3.568 0.570 3.486
C -4.089 1.756 2.934
C -3.265 2.604 2.171
C -1.945 2.218 1.952
H 3.109 3.900 5.967
H 4.338 2.452 4.315
H 3.067 1.053 2.671
H -0.592 2.473 4.270
H 0.606 3.877 5.922
H 0.052 -2.030 1.112
H 0.705 -4.314 1.940
H 1.720 -4.567 4.217
H 2.120 -2.513 5.659
H 1.459 -0.250 4.713
H -1.798 -0.706 3.660
H -4.230 -0.084 4.090
H -5.143 2.056 3.099
H -3.661 3.527 1.719
H -1.270 2.822 1.351
```

Computed properties:
- multiplicity = 4
- HOMO (spin up / spin down) (Ha) = -0.5654 / -0.5526
- LUMO energy (spin up / spin down) (eV) = -6.70 / -11.59
- charge = +2
- E_tot (eV) = -75059.507


This record from OMol25 describes 2 unconnected molecules or ions with the total composition C3H9NO. The level of theory is ωB97M-V with the def2-TZVPD basis set.

The geometry in XYZ format:
```
14
C3H9NO ωB97M-V with the def2-TZVPD basis set
C 1.235 -1.193 -0.798
N 0.679 -0.085 -0.979
C 0.492 0.935 0.006
C 0.439 2.350 -0.592
H 1.708 -1.763 0.011
H 1.283 -1.779 -1.708
H -0.433 0.777 0.523
H 1.241 0.925 0.790
H 0.514 2.328 -1.689
H -0.521 2.795 -0.387
H 1.254 3.010 -0.302
O -2.875 -2.584 1.966
H -2.356 -3.383 2.106
H -2.660 -2.336 1.054
```

Computed properties:
- energy above the lowest of the compared OMol25 structures with the same formula, charge and spin (kJ/mol) = 183.3
- HOMO (Ha) = -0.3478
- LUMO energy (eV) = 0.69
- SMILES string = C=NCC.O
- E_tot (eV) = -6793.156


This record from OMol25 describes a single C8H17O6P molecule. The level of theory is ωB97M-V with the def2-TZVPD basis set.

The geometry in XYZ format:
```
32
C8H17O6P ωB97M-V with the def2-TZVPD basis set
C -0.209 3.572 0.476
C -0.715 2.532 -0.727
O 0.415 1.909 -1.432
P 0.564 0.207 -1.070
O 0.906 0.036 0.463
C -1.083 -0.631 -1.570
C -1.376 -2.061 -0.760
O -2.351 -1.930 0.330
C -1.728 -1.691 1.636
O -0.570 -2.177 2.085
O -2.515 -0.851 2.599
C -1.829 0.424 2.857
O 1.822 -0.470 -2.125
C 3.037 -0.770 -1.351
C 2.980 -2.243 -0.571
H 0.908 3.879 0.311
H -0.354 3.024 1.524
H -0.967 4.484 0.447
H -1.361 3.156 -1.512
H -1.452 1.783 -0.208
H -0.951 -0.952 -2.712
H -2.010 0.099 -1.550
H -1.893 -2.760 -1.578
H -0.374 -2.596 -0.478
H -2.344 0.989 3.766
H -1.969 1.084 1.875
H -0.679 0.278 3.111
H 3.296 0.106 -0.583
H 3.965 -0.816 -2.090
H 3.363 -2.036 0.519
H 3.626 -3.039 -1.149
H 1.849 -2.539 -0.533
```

Computed properties:
- energy above the lowest of the compared OMol25 structures with the same formula, charge and spin (kJ/mol) = 744.2
- HOMO (Ha) = -0.3818
- LUMO energy (eV) = 0.63
- SMILES string = CCOP(=O)(CCOC(=O)OC)OCC
- E_tot (eV) = -30141.146


This record from OMol25 describes a molecular structure, C48H54HfN5O3S2. The level of theory is ωB97M-V with the def2-TZVPD basis set.

The geometry in XYZ format:
```
113
C48H54HfN5O3S2 ωB97M-V with the def2-TZVPD basis set
Hf 0.376 0.162 -0.612
C -2.473 5.347 0.926
C -3.472 4.185 0.862
C -2.940 3.044 0.054
C -3.178 2.757 -1.256
C -4.080 3.479 -2.208
C -5.454 2.806 -2.324
C -2.413 1.572 -1.561
N -1.711 1.161 -0.465
C -2.020 2.041 0.534
C -1.537 1.991 1.830
C -0.675 1.045 2.355
C -0.326 0.957 3.753
C -0.777 1.908 4.818
C 0.044 3.204 4.824
C 0.441 -0.159 3.889
C 0.551 -0.739 2.571
C 1.155 -1.955 2.301
C 1.124 -2.619 1.088
N 0.540 -2.144 -0.052
C 0.589 -3.171 -0.946
C 0.043 -3.160 -2.217
C -0.712 -2.146 -2.776
N -1.092 -1.012 -2.133
C -1.813 -0.299 -3.039
C -2.426 0.914 -2.781
C -1.875 -0.990 -4.310
C -1.194 -2.152 -4.142
C -0.996 -3.259 -5.127
C -2.042 -4.368 -4.949
C -2.515 -0.467 -5.556
C -1.612 0.545 -6.274
C 1.297 -4.302 -0.389
C 1.631 -3.957 0.883
C 2.308 -4.800 1.918
C 1.288 -5.532 2.801
C 1.603 -5.569 -1.124
C 2.824 -5.400 -2.040
N -0.111 0.017 1.651
C 1.015 -0.729 5.147
C 0.069 -1.742 5.805
H -2.858 6.160 1.544
H -2.277 5.732 -0.076
H -1.519 5.009 1.333
H -4.411 4.535 0.427
H -3.701 3.839 1.873
H -3.609 3.526 -3.192
H -4.212 4.508 -1.867
H -5.347 1.770 -2.647
H -6.091 3.332 -3.038
H -5.953 2.807 -1.354
H -1.903 2.749 2.511
H -0.701 1.430 5.797
H -1.832 2.147 4.661
H 1.087 2.986 5.050
H -0.335 3.905 5.572
H 0.009 3.683 3.844
H 1.648 -2.451 3.128
H 0.258 -4.016 -2.844
H -2.977 1.377 -3.590
H 0.004 -3.680 -5.013
H -1.059 -2.859 -6.141
H -1.990 -4.779 -3.940
H -1.881 -5.174 -5.668
H -3.048 -3.971 -5.094
H -3.472 0.004 -5.314
H -2.731 -1.299 -6.229
H -1.378 1.388 -5.623
H -2.099 0.922 -7.176
H -0.666 0.080 -6.550
H 2.952 -4.179 2.546
H 2.953 -5.532 1.427
H 0.632 -4.812 3.292
H 1.783 -6.136 3.565
H 0.667 -6.190 2.191
H 0.735 -5.861 -1.720
H 1.786 -6.376 -0.411
H 2.705 -4.523 -2.678
H 2.972 -6.283 -2.664
H 3.725 -5.244 -1.443
H 1.223 0.084 5.846
H 1.971 -1.208 4.927
H -0.875 -1.267 6.074
H 0.516 -2.163 6.708
H -0.152 -2.557 5.114
N 2.698 -0.047 0.234
C 3.081 0.509 1.476
C 3.840 -0.252 2.362
C 4.215 0.238 3.600
C 3.820 1.515 3.967
C 3.085 2.282 3.078
C 2.713 1.819 1.814
C 1.999 2.720 0.869
C 2.333 4.079 0.929
C 1.718 5.012 0.116
C 0.768 4.582 -0.795
C 0.466 3.232 -0.878
C 1.046 2.248 -0.060
H 3.134 -0.944 0.069
H 2.992 0.579 -0.550
H 4.133 -1.253 2.059
H 4.814 -0.369 4.268
H 4.090 1.917 4.937
H 2.786 3.278 3.376
H 3.118 4.411 1.598
H 1.992 6.059 0.178
H 0.283 5.289 -1.459
H -0.243 2.936 -1.644
O 0.792 0.746 -2.480
S 2.239 0.563 -2.947
O 3.070 1.423 -2.090
O 2.350 0.879 -4.350
S 2.666 -1.327 -2.563
```

Computed properties:
- energy above the lowest of the compared OMol25 structures with the same formula, charge and spin (kJ/mol) = 0.0
- HOMO (Ha) = -0.1551
- LUMO energy (eV) = 1.53
- charge = -1
- E_tot (eV) = -87232.154


This record from OMol25 describes 2 unconnected molecules or ions with the total composition C5H16N2O. The level of theory is ωB97M-V with the def2-TZVPD basis set.

The geometry in XYZ format:
```
24
C5H16N2O ωB97M-V with the def2-TZVPD basis set
N 0.087 2.189 -1.235
C -0.801 1.157 -1.768
C -1.208 -0.027 -0.852
C -0.734 -0.011 0.605
C 0.554 -0.751 1.012
C 0.945 -2.009 0.240
N -0.214 -2.887 -0.030
H -0.337 2.747 -0.500
H 0.946 1.787 -0.870
H -0.366 0.878 -2.725
H -1.715 1.673 -2.038
H -0.882 -0.957 -1.302
H -2.302 -0.097 -0.850
H -0.614 0.996 1.013
H -1.550 -0.419 1.198
H 1.374 -0.041 1.094
H 0.386 -1.096 2.039
H 1.463 -1.758 -0.696
H 1.712 -2.546 0.807
H -0.251 -3.622 0.661
H -0.125 -3.314 -0.940
O 1.550 2.771 1.869
H 0.693 2.880 2.287
H 1.388 2.458 0.978
```

Computed properties:
- energy above the lowest of the compared OMol25 structures with the same formula, charge and spin (kJ/mol) = 96.3
- HOMO (Ha) = -0.3412
- LUMO energy (eV) = 0.81
- SMILES string = NCCCCCN.O
- E_tot (eV) = -10471.524